{
  "formula": "C23H53FN4O8S",
  "method": "ωB97M-V/def2-TZVPD",
  "orbital_gap_ev": 8.5674,
  "charge": 0,
  "smiles": "FCOCCOCN=C=S.COCCNCCOC.COCCNCCOC.COCCNCCOC",
  "elements": ["F", "C", "O", "C", "C", "O", "C", "N", "C", "S", "H", "H", "H", "H", "H", "H", "H", "H", "C", "O", "C", "C", "N", "C", "C", "O", "C", "H", "H", "H", "H", "H", "H", "H", "H", "H", "H", "H", "H", "H", "H", "H", "C", "O", "C", "C", "N", "C", "C", "O", "C", "H", "H", "H", "H", "H", "H", "H", "H", "H", "H", "H", "H", "H", "H", "H", "C", "O", "C", "C", "N", "C", "C", "O", "C", "H", "H", "H", "H", "H", "H", "H", "H", "H", "H", "H", "H", "H", "H", "H"],
  "coordinates": [[4.781, -3.865, 2.488], [5.004, -4.754, 1.384], [4.143, -4.542, 0.269], [3.964, -3.139, -0.030], [2.701, -2.468, 0.720], [1.492, -2.857, 0.031], [0.653, -3.706, 0.830], [1.336, -4.963, 1.317], [1.312, -5.845, 0.361], [1.823, -6.649, -1.011], [6.117, -4.744, 1.112], [4.784, -5.818, 1.765], [3.706, -3.084, -1.152], [4.933, -2.536, 0.126], [2.894, -1.331, 0.663], [2.678, -2.711, 1.842], [0.190, -3.162, 1.733], [-0.190, -4.063, 0.129], [-2.392, -5.265, -6.160], [-2.394, -3.846, -6.110], [-2.934, -3.329, -4.893], [-1.842, -2.643, -4.075], [-0.895, -3.619, -3.534], [0.308, -3.012, -2.957], [1.244, -2.257, -3.912], [1.894, -3.091, -4.865], [1.144, -3.337, -6.044], [-2.092, -5.566, -7.165], [-1.674, -5.679, -5.447], [-3.391, -5.666, -5.962], [-3.447, -4.099, -4.308], [-3.680, -2.578, -5.176], [-2.301, -2.092, -3.249], [-1.338, -1.924, -4.731], [-0.610, -4.249, -4.276], [0.879, -3.827, -2.502], [0.012, -2.344, -2.142], [2.045, -1.827, -3.301], [0.755, -1.408, -4.402], [0.496, -2.498, -6.311], [0.557, -4.252, -5.936], [1.848, -3.502, -6.863], [-0.353, -0.292, -0.180], [0.531, 0.345, -1.092], [-0.147, 1.013, -2.157], [0.035, 2.524, -2.035], [-0.709, 3.052, -0.890], [-0.381, 4.441, -0.565], [1.050, 4.737, -0.090], [1.368, 4.167, 1.175], [1.832, 2.827, 1.118], [0.245, -0.882, 0.514], [-0.919, 0.448, 0.394], [-1.039, -0.965, -0.705], [-1.206, 0.741, -2.209], [0.326, 0.680, -3.087], [-0.323, 3.006, -2.949], [1.107, 2.723, -1.936], [-0.511, 2.478, -0.077], [-1.068, 4.742, 0.232], [-0.609, 5.072, -1.431], [1.123, 5.821, 0.048], [1.807, 4.480, -0.838], [2.383, 2.613, 0.198], [0.997, 2.132, 1.233], [2.504, 2.666, 1.965], [-3.423, 5.986, 5.806], [-2.115, 5.996, 5.254], [-1.123, 5.499, 6.154], [-0.555, 4.177, 5.641], [-1.544, 3.102, 5.741], [-1.154, 1.879, 5.039], [-1.018, 1.955, 3.511], [-2.248, 2.176, 2.831], [-2.621, 3.541, 2.711], [-4.087, 6.501, 5.110], [-3.784, 4.962, 5.934], [-3.448, 6.515, 6.764], [-1.503, 5.401, 7.176], [-0.317, 6.240, 6.171], [0.326, 3.910, 6.232], [-0.241, 4.331, 4.603], [-2.423, 3.427, 5.352], [-1.917, 1.130, 5.271], [-0.214, 1.510, 5.465], [-0.665, 0.975, 3.171], [-0.257, 2.674, 3.189], [-1.756, 4.205, 2.636], [-3.256, 3.835, 3.548], [-3.216, 3.648, 1.801]]
}

---

{
  "formula": "C10H15N",
  "method": "ωB97M-V/def2-TZVPD",
  "orbital_gap_ev": [5.5420, 8.3196],
  "charge": 0,
  "de_lowest_kcal_mol": 22.22,
  "multiplicity": 3,
  "elements": ["C", "C", "C", "C", "C", "C", "C", "C", "C", "C", "N", "H", "H", "H", "H", "H", "H", "H", "H", "H", "H", "H", "H", "H", "H", "H"],
  "coordinates": [[1.566, 1.535, 0.552], [-0.523, -0.290, -0.040], [-1.658, 0.390, 0.066], [-0.336, -1.727, 0.295], [1.078, -1.864, 0.862], [2.029, -0.875, 0.186], [1.235, 0.380, -0.219], [-1.524, 1.948, -0.017], [-3.081, -0.210, 0.304], [1.722, 0.831, -1.662], [1.999, 2.389, 1.186], [-1.150, -1.923, 1.020], [-0.417, -2.406, -0.529], [1.049, -1.838, 1.930], [1.371, -2.914, 0.772], [2.880, -0.661, 0.826], [2.610, -1.420, -0.634], [-0.453, 2.245, -0.320], [-2.361, 2.447, -0.648], [-1.648, 2.271, 1.087], [-3.649, 0.609, 0.741], [-3.356, -0.676, -0.674], [-2.868, -1.043, 1.030], [2.800, 0.708, -1.656], [1.472, 1.886, -1.899], [1.211, 0.208, -2.561]]
}

---

> Number 1 is which compound?

C23H53FN4O8S

---

> Which formula does entry 2 have?

C10H15N